{
  "formula": "C48H76N2O29S2",
  "method": "ωB97M-V/def2-TZVPD",
  "smiles": "CCCCCC[C@@](CCCSC(=S)N(CC)CC)(N=C(C)C)OC(=O)CC.O=C1OCCO1.O=C1OCCO1.O=C1OCCO1.O=C1OCCO1.O=C1OCCO1.O=C1OCCO1.O=C1OCCO1.O=C1OCCO1.O=C1OCCO1",
  "e_homo_ha": -0.28108,
  "energy_ev": -135034.11003,
  "gap_ev": 7.65,
  "multiplicity": 1,
  "elements": ["C", "C", "C", "C", "C", "C", "C", "C", "C", "C", "S", "C", "S", "N", "C", "C", "C", "C", "N", "C", "C", "C", "O", "C", "O", "C", "C", "H", "H", "H", "H", "H", "H", "H", "H", "H", "H", "H", "H", "H", "H", "H", "H", "H", "H", "H", "H", "H", "H", "H", "H", "H", "H", "H", "H", "H", "H", "H", "H", "H", "H", "H", "H", "H", "H", "H", "H", "C", "C", "O", "C", "O", "O", "H", "H", "H", "H", "C", "C", "O", "C", "O", "O", "H", "H", "H", "H", "C", "C", "O", "C", "O", "O", "H", "H", "H", "H", "C", "C", "O", "C", "O", "O", "H", "H", "H", "H", "C", "C", "O", "C", "O", "O", "H", "H", "H", "H", "C", "C", "O", "C", "O", "O", "H", "H", "H", "H", "C", "C", "O", "C", "O", "O", "H", "H", "H", "H", "C", "C", "O", "C", "O", "O", "H", "H", "H", "H", "C", "C", "O", "C", "O", "O", "H", "H", "H", "H"],
  "xyz": [[0.815, -5.121, 1.828], [1.497, -3.823, 2.260], [0.694, -2.947, 3.214], [-0.695, -2.582, 2.720], [-0.675, -1.518, 1.624], [-1.972, -1.604, 0.851], [-2.270, -0.652, -0.292], [-1.724, 0.750, -0.096], [-1.792, 1.662, -1.314], [-0.446, 2.366, -1.520], [-0.192, 2.748, -3.283], [0.172, 4.486, -3.187], [1.598, 5.012, -2.625], [-0.861, 5.336, -3.638], [-1.562, 5.935, -2.471], [-1.350, 7.417, -2.332], [-0.402, 6.263, -4.677], [0.120, 5.502, -5.888], [-1.935, -1.314, -1.540], [-0.800, -1.828, -1.828], [-0.702, -3.249, -2.278], [0.477, -1.037, -1.819], [-3.718, -0.523, -0.280], [-4.380, -0.812, -1.444], [-4.513, 0.034, -2.417], [-5.024, -2.167, -1.430], [-4.256, -3.187, -0.598], [1.031, -5.336, 0.787], [-0.260, -5.106, 1.937], [1.218, -5.956, 2.386], [1.808, -3.275, 1.377], [2.408, -4.104, 2.777], [0.654, -3.405, 4.197], [1.251, -2.019, 3.330], [-1.194, -3.446, 2.298], [-1.265, -2.189, 3.557], [0.169, -1.731, 0.971], [-0.468, -0.535, 2.031], [-2.777, -1.460, 1.568], [-2.059, -2.623, 0.496], [-0.711, 0.752, 0.286], [-2.337, 1.197, 0.681], [-2.022, 1.125, -2.225], [-2.525, 2.447, -1.178], [-0.379, 3.286, -0.954], [0.382, 1.738, -1.225], [-2.626, 5.724, -2.517], [-1.183, 5.466, -1.571], [-1.774, 7.737, -1.390], [-0.301, 7.682, -2.311], [-1.864, 7.959, -3.116], [-1.226, 6.884, -4.996], [0.412, 6.893, -4.328], [1.174, 5.282, -5.772], [0.028, 6.126, -6.769], [-0.443, 4.590, -6.046], [0.285, -3.632, -2.064], [-1.477, -3.834, -1.796], [-0.893, -3.309, -3.348], [0.708, -0.632, -0.844], [0.418, -0.245, -2.557], [1.297, -1.673, -2.126], [-6.043, -2.082, -1.064], [-5.067, -2.479, -2.465], [-4.895, -4.003, -0.280], [-3.820, -2.738, 0.278], [-3.496, -3.645, -1.224], [5.247, 2.651, -0.955], [4.886, 3.052, 0.455], [3.550, 2.525, 0.584], [3.408, 1.524, -0.299], [2.469, 0.790, -0.317], [4.449, 1.462, -1.146], [6.305, 2.437, -1.064], [4.954, 3.384, -1.702], [5.511, 2.580, 1.198], [4.889, 4.127, 0.608], [1.562, -9.050, 5.359], [2.427, -9.689, 4.292], [2.887, -8.546, 3.557], [2.826, -7.461, 4.361], [3.271, -6.398, 4.075], [2.174, -7.754, 5.506], [1.571, -9.592, 6.295], [0.529, -8.910, 5.033], [3.286, -10.214, 4.712], [1.881, -10.364, 3.640], [-7.495, -6.553, -1.079], [-6.961, -7.704, -1.914], [-5.546, -7.574, -1.732], [-5.321, -6.916, -0.578], [-4.258, -6.778, -0.069], [-6.473, -6.412, -0.083], [-8.453, -6.762, -0.614], [-7.564, -5.623, -1.645], [-7.276, -8.677, -1.534], [-7.217, -7.632, -2.967], [-3.376, 5.749, 2.431], [-2.393, 5.444, 1.316], [-2.492, 6.620, 0.501], [-2.937, 7.638, 1.273], [-2.962, 8.773, 0.934], [-3.344, 7.181, 2.476], [-3.086, 5.331, 3.391], [-4.391, 5.428, 2.192], [-1.366, 5.349, 1.671], [-2.654, 4.560, 0.740], [-0.936, 12.325, -3.584], [-0.889, 11.070, -2.731], [-0.184, 10.160, -3.584], [0.560, 10.872, -4.457], [1.378, 10.413, -5.181], [0.240, 12.185, -4.391], [-0.894, 13.243, -3.006], [-1.809, 12.352, -4.238], [-0.315, 11.206, -1.813], [-1.869, 10.676, -2.481], [5.307, 7.132, -5.269], [5.668, 5.692, -5.593], [6.051, 5.183, -4.307], [5.456, 5.939, -3.360], [5.440, 5.669, -2.203], [4.887, 7.031, -3.903], [4.504, 7.530, -5.883], [6.166, 7.802, -5.324], [4.814, 5.119, -5.956], [6.488, 5.598, -6.298], [-2.317, -11.720, 4.430], [-1.320, -12.574, 3.670], [-0.088, -12.255, 4.333], [-0.373, -11.818, 5.579], [0.441, -11.629, 6.425], [-1.694, -11.618, 5.724], [-3.300, -12.174, 4.516], [-2.415, -10.723, 4.007], [-1.508, -13.643, 3.783], [-1.260, -12.328, 2.614], [8.585, 6.399, 2.734], [8.894, 6.561, 1.256], [8.775, 5.215, 0.778], [7.974, 4.533, 1.620], [7.538, 3.450, 1.407], [7.724, 5.253, 2.734], [8.076, 7.254, 3.168], [9.472, 6.170, 3.325], [8.160, 7.181, 0.739], [9.890, 6.946, 1.060], [-2.441, -5.770, 2.938], [-3.113, -6.761, 3.866], [-1.998, -7.546, 4.320], [-0.878, -6.803, 4.198], [0.181, -7.105, 4.651], [-1.121, -5.682, 3.505], [-2.915, -4.793, 2.929], [-2.367, -6.139, 1.915], [-3.574, -6.281, 4.731], [-3.849, -7.384, 3.368]]
}



{
  "formula": "C48H77Cl28IN2O7P2",
  "method": "ωB97M-V/def2-TZVPD",
  "e_homo_ha": -0.30604,
  "energy_ev": -445646.76450,
  "gap_ev": 7.76,
  "multiplicity": 1,
  "elements": ["C", "C", "C", "C", "N", "C", "C", "P", "O", "Cl", "C", "Cl", "C", "C", "C", "P", "N", "O", "O", "C", "O", "C", "C", "C", "C", "C", "I", "C", "C", "C", "C", "O", "O", "C", "C", "O", "H", "H", "H", "H", "H", "H", "H", "H", "H", "H", "H", "H", "H", "H", "H", "H", "H", "H", "H", "H", "H", "H", "H", "H", "H", "Cl", "C", "C", "Cl", "H", "H", "H", "H", "Cl", "C", "C", "Cl", "H", "H", "H", "H", "Cl", "C", "C", "Cl", "H", "H", "H", "H", "Cl", "C", "C", "Cl", "H", "H", "H", "H", "Cl", "C", "C", "Cl", "H", "H", "H", "H", "Cl", "C", "C", "Cl", "H", "H", "H", "H", "Cl", "C", "C", "Cl", "H", "H", "H", "H", "Cl", "C", "C", "Cl", "H", "H", "H", "H", "Cl", "C", "C", "Cl", "H", "H", "H", "H", "Cl", "C", "C", "Cl", "H", "H", "H", "H", "Cl", "C", "C", "Cl", "H", "H", "H", "H", "Cl", "C", "C", "Cl", "H", "H", "H", "H", "Cl", "C", "C", "Cl", "H", "H", "H", "H"],
  "xyz": [[0.105, -1.245, -4.948], [-1.299, -1.402, -5.530], [-2.425, -0.705, -4.749], [-1.991, 0.393, -3.786], [-3.150, 1.212, -3.420], [-3.010, 1.924, -2.202], [-3.552, 1.281, -1.066], [-4.407, -0.346, -1.393], [-5.346, -0.553, -0.074], [-2.842, -1.698, -1.094], [-3.407, 1.890, 0.182], [-3.952, 1.137, 1.648], [-2.775, 3.128, 0.293], [-2.247, 3.755, -0.836], [-2.350, 3.157, -2.101], [-1.590, 3.988, -3.534], [-0.067, 4.078, -3.262], [-2.303, 5.387, -3.767], [-1.915, 3.188, -4.898], [-1.529, 5.054, -0.563], [-1.579, 6.029, -1.269], [-0.753, 5.078, 0.704], [0.466, 5.725, 0.788], [1.137, 5.692, 1.998], [0.632, 5.052, 3.131], [1.345, 5.034, 4.457], [2.384, 6.866, 4.893], [2.269, 3.794, 4.636], [3.740, 4.008, 4.265], [-0.625, 4.400, 3.039], [-1.230, 3.689, 4.225], [-0.386, 2.620, 4.636], [-1.251, 1.784, 5.408], [-1.294, 4.442, 1.816], [-2.632, 3.829, 1.609], [-3.531, 3.923, 2.404], [0.444, -0.220, -5.115], [0.812, -1.881, -5.469], [0.137, -1.419, -3.875], [-1.297, -1.094, -6.573], [-1.543, -2.468, -5.502], [-3.101, -0.253, -5.475], [-2.957, -1.443, -4.158], [-1.664, -0.093, -2.870], [-1.126, 0.968, -4.121], [-3.464, 1.793, -4.182], [-4.811, -0.984, 0.610], [0.473, 3.597, -3.970], [-1.630, 6.050, -3.549], [-2.315, 3.814, -5.518], [0.838, 6.233, -0.086], [2.081, 6.204, 2.107], [0.594, 4.952, 5.228], [2.244, 3.583, 5.704], [1.838, 2.960, 4.098], [4.245, 4.457, 5.114], [4.207, 3.038, 4.116], [3.872, 4.630, 3.389], [-1.375, 4.402, 5.041], [-2.201, 3.266, 4.012], [-0.658, 1.111, 5.768], [1.056, -3.853, -6.744], [2.280, -5.137, -6.896], [2.660, -5.665, -5.540], [3.564, -4.448, -4.596], [3.141, -4.737, -7.426], [1.843, -5.933, -7.498], [3.310, -6.523, -5.642], [1.786, -5.955, -4.966], [-5.469, -3.020, -4.134], [-5.264, -4.372, -5.277], [-4.068, -5.227, -4.953], [-2.514, -4.385, -5.237], [-5.197, -3.957, -6.280], [-6.166, -4.978, -5.211], [-4.067, -6.108, -5.592], [-4.084, -5.554, -3.918], [-6.067, -1.667, 3.169], [-6.659, -0.681, 4.537], [-5.665, 0.373, 4.946], [-4.197, -0.345, 5.680], [-6.886, -1.355, 5.359], [-7.583, -0.208, 4.210], [-6.104, 1.037, 5.696], [-5.350, 0.978, 4.098], [6.863, -6.164, -4.701], [7.956, -4.964, -3.974], [7.699, -3.578, -4.505], [8.150, -3.427, -6.224], [8.978, -5.281, -4.166], [7.785, -4.982, -2.899], [8.297, -2.854, -3.954], [6.651, -3.301, -4.412], [5.653, 3.467, 1.727], [7.053, 2.375, 1.613], [7.473, 1.848, 2.962], [8.159, 3.124, 4.000], [7.863, 2.915, 1.127], [6.759, 1.545, 0.972], [8.245, 1.091, 2.836], [6.634, 1.403, 3.491], [-5.988, -7.681, -3.413], [-5.710, -8.446, -1.828], [-4.558, -7.809, -1.093], [-2.995, -8.138, -1.885], [-5.542, -9.507, -1.993], [-6.624, -8.325, -1.250], [-4.498, -8.215, -0.085], [-4.678, -6.731, -1.026], [5.762, 0.430, -5.467], [7.162, 1.249, -6.207], [8.442, 0.482, -6.001], [8.954, 0.476, -4.292], [7.226, 2.250, -5.786], [6.956, 1.333, -7.272], [9.246, 0.946, -6.570], [8.344, -0.551, -6.324], [1.230, 0.625, -1.895], [2.138, -0.366, -0.728], [2.596, -1.678, -1.315], [1.237, -2.783, -1.648], [1.505, -0.523, 0.142], [3.006, 0.218, -0.425], [3.250, -2.186, -0.607], [3.140, -1.531, -2.246], [-9.872, 1.546, 4.411], [-10.125, 2.399, 5.955], [-8.955, 3.260, 6.341], [-7.505, 2.321, 6.800], [-10.343, 1.656, 6.719], [-11.003, 3.028, 5.823], [-9.220, 3.857, 7.212], [-8.670, 3.932, 5.535], [3.491, 6.521, -0.001], [4.609, 6.952, -1.328], [5.076, 5.755, -2.117], [6.125, 4.698, -1.149], [5.443, 7.492, -0.887], [4.068, 7.628, -1.990], [5.651, 6.093, -2.978], [4.239, 5.158, -2.471], [-0.299, 4.704, 7.717], [-0.735, 3.198, 8.565], [-2.198, 2.872, 8.393], [-3.239, 4.038, 9.258], [-0.471, 3.306, 9.614], [-0.123, 2.409, 8.136], [-2.416, 1.892, 8.805], [-2.484, 2.878, 7.344], [-2.177, -1.206, 11.153], [-2.054, -2.201, 9.681], [-0.861, -1.823, 8.843], [-1.050, -0.201, 8.122], [-2.981, -2.092, 9.123], [-1.960, -3.237, 10.000], [-0.749, -2.527, 8.021], [0.056, -1.823, 9.426], [2.257, -8.800, -5.250], [2.341, -9.481, -3.604], [3.616, -9.091, -2.900], [5.048, -9.861, -3.630], [2.240, -10.560, -3.681], [1.485, -9.091, -3.054], [3.573, -9.416, -1.862], [3.769, -8.014, -2.920]]
}



{
  "formula": "C48H79MnN4O3SSe2Si",
  "method": "ωB97M-V/def2-TZVPD",
  "s_squared": 8.7552,
  "charge": -1,
  "e_homo_ha": [-0.15102, -0.15276],
  "energy_ev": -243896.05585,
  "gap_ev": [6.33, 6.38],
  "relative_energy_kcal_mol": 0.0,
  "multiplicity": 6,
  "elements": ["Mn", "C", "C", "C", "C", "C", "C", "C", "Se", "C", "C", "C", "C", "C", "C", "O", "C", "C", "C", "C", "C", "C", "C", "C", "C", "O", "C", "C", "C", "C", "C", "C", "H", "H", "H", "H", "H", "H", "H", "H", "H", "H", "H", "H", "H", "H", "H", "H", "H", "H", "H", "H", "H", "H", "H", "H", "H", "H", "H", "H", "H", "H", "H", "H", "H", "H", "H", "H", "H", "H", "H", "H", "C", "C", "O", "N", "C", "C", "C", "C", "C", "C", "N", "H", "H", "H", "H", "H", "H", "H", "H", "H", "H", "C", "C", "C", "C", "N", "C", "S", "N", "C", "C", "C", "C", "H", "H", "H", "H", "H", "H", "H", "H", "H", "H", "H", "H", "H", "H", "H", "H", "H", "H", "H", "H", "C", "Si", "C", "C", "Se", "H", "H", "H", "H", "H", "H", "H", "H", "H"],
  "xyz": [[0.874, 0.905, 0.746], [-5.835, 4.403, 3.683], [-5.826, 3.105, 2.864], [-6.328, 1.972, 3.760], [-6.802, 3.247, 1.688], [-4.415, 2.838, 2.344], [-3.687, 1.703, 2.656], [-2.396, 1.517, 2.174], [-1.537, -0.169, 2.525], [-2.137, -1.121, 0.969], [-3.293, -1.886, 1.058], [-3.790, -2.553, -0.047], [-3.084, -2.402, -1.246], [-1.928, -1.654, -1.381], [-1.395, -1.000, -0.227], [-0.298, -0.319, -0.292], [-1.228, -1.492, -2.735], [0.201, -2.047, -2.670], [-1.182, -0.004, -3.118], [-1.962, -2.236, -3.853], [-5.046, -3.422, -0.010], [-5.687, -3.441, 1.378], [-6.085, -2.887, -1.006], [-4.687, -4.866, -0.390], [-1.741, 2.485, 1.378], [-0.495, 2.376, 1.023], [-2.533, 3.603, 0.960], [-3.808, 3.750, 1.476], [-1.988, 4.576, -0.090], [-3.008, 5.652, -0.470], [-0.733, 5.285, 0.433], [-1.643, 3.797, -1.371], [-6.840, 4.614, 4.062], [-5.515, 5.253, 3.078], [-5.154, 4.321, 4.532], [-7.345, 2.192, 4.095], [-5.698, 1.854, 4.644], [-6.348, 1.021, 3.225], [-7.817, 3.434, 2.052], [-6.811, 2.334, 1.090], [-6.521, 4.073, 1.033], [-4.107, 0.920, 3.274], [-3.794, -1.932, 2.016], [-3.474, -2.901, -2.124], [0.789, -1.508, -1.930], [0.679, -1.944, -3.651], [0.196, -3.104, -2.394], [-0.618, 0.565, -2.383], [-2.194, 0.406, -3.178], [-0.703, 0.115, -4.095], [-2.004, -3.312, -3.665], [-1.425, -2.083, -4.792], [-2.982, -1.866, -3.986], [-5.977, -2.438, 1.696], [-5.005, -3.852, 2.125], [-6.584, -4.064, 1.358], [-6.359, -1.860, -0.756], [-6.989, -3.503, -0.986], [-5.697, -2.890, -2.025], [-3.937, -5.265, 0.296], [-4.275, -4.917, -1.399], [-5.573, -5.507, -0.351], [-4.386, 4.614, 1.173], [-3.260, 6.292, 0.379], [-3.929, 5.215, -0.861], [-2.579, 6.286, -1.250], [-0.959, 5.844, 1.345], [-0.353, 5.986, -0.317], [0.036, 4.554, 0.660], [-2.533, 3.302, -1.765], [-0.890, 3.036, -1.176], [-1.261, 4.481, -2.135], [4.055, -1.023, 2.899], [2.729, -0.331, 3.054], [1.859, -0.429, 2.204], [2.552, 0.388, 4.192], [1.407, 1.268, 4.360], [1.602, 2.603, 3.679], [1.319, 3.796, 4.326], [1.591, 4.990, 3.675], [2.142, 4.945, 2.406], [2.351, 3.704, 1.824], [2.082, 2.556, 2.435], [3.917, -1.887, 2.253], [4.471, -1.334, 3.858], [4.744, -0.331, 2.410], [3.374, 0.580, 4.742], [1.234, 1.413, 5.427], [0.538, 0.758, 3.940], [0.896, 3.782, 5.322], [1.378, 5.938, 4.154], [2.377, 5.847, 1.858], [2.733, 3.613, 0.815], [4.102, -3.212, -3.892], [4.180, -1.758, -3.434], [5.275, -1.487, -2.402], [5.294, -2.469, -1.233], [3.972, -2.591, -0.632], [3.447, -3.555, 0.142], [1.819, -3.529, 0.560], [4.219, -4.568, 0.643], [5.488, -5.125, 0.204], [5.413, -5.986, -1.057], [4.430, -7.158, -0.962], [3.011, -6.810, -1.411], [3.395, -3.321, -4.715], [3.756, -3.861, -3.084], [5.075, -3.576, -4.234], [3.215, -1.450, -3.028], [4.362, -1.112, -4.296], [5.152, -0.476, -2.014], [6.258, -1.543, -2.881], [6.028, -2.129, -0.494], [5.614, -3.441, -1.605], [3.343, -1.809, -0.782], [3.618, -5.215, 1.133], [5.839, -5.748, 1.031], [6.226, -4.335, 0.083], [6.425, -6.358, -1.249], [5.138, -5.363, -1.914], [4.416, -7.536, 0.066], [4.799, -7.980, -1.581], [2.592, -5.961, -0.870], [2.339, -7.658, -1.268], [3.004, -6.557, -2.474], [4.339, 2.295, -3.543], [3.487, 2.834, -1.953], [4.740, 3.923, -1.034], [2.013, 3.909, -2.387], [2.865, 1.014, -0.815], [4.475, 3.150, -4.212], [3.752, 1.536, -4.062], [5.324, 1.874, -3.327], [5.515, 4.265, -1.726], [5.225, 3.372, -0.227], [4.269, 4.810, -0.604], [2.322, 4.845, -2.860], [1.438, 4.148, -1.488], [1.342, 3.379, -3.066]]
}